Version one
19
Properties=species:S:1:pos:R:3:nbo_charge:R:1 method="wB97M-V/def2-TZVPD" homo_lumo_gap_ev=12.1 smiles=CCC.CC
C 0.640 1.509 1.569 -0.610
C -0.155 1.873 0.308 -0.414
C 0.613 1.399 -0.909 -0.609
H 0.518 2.099 2.464 0.211
H 1.692 1.400 1.316 0.207
H 0.347 0.506 1.944 0.199
H -1.208 1.648 0.167 0.212
H -0.046 2.974 0.332 0.195
H 1.642 1.745 -1.027 0.205
H 0.740 0.305 -0.901 0.195
H 0.110 1.561 -1.860 0.208
C 0.059 -2.729 -0.370 -0.614
C -1.161 -1.835 -0.577 -0.611
H 0.241 -3.420 -1.196 0.204
H 0.981 -2.203 -0.139 0.209
H -0.277 -3.385 0.439 0.205
H -2.003 -2.273 -1.115 0.207
H -1.561 -1.563 0.397 0.199
H -0.951 -0.876 -1.053 0.202


Version two
19
Properties=species:S:1:pos:R:3:nbo_charge:R:1 method="wB97M-V/def2-TZVPD" homo_lumo_gap_ev=12.2 smiles=CCC.CC
C 0.642 0.285 -1.528 -0.611
C 0.321 -0.985 -0.659 -0.400
C 0.824 -2.232 -1.377 -0.609
H -0.266 0.644 -2.003 0.205
H 1.445 -0.020 -2.190 0.203
H 0.961 1.127 -0.931 0.205
H 0.898 -0.792 0.242 0.196
H -0.754 -1.024 -0.515 0.203
H 0.561 -3.174 -0.912 0.208
H 0.421 -2.363 -2.382 0.203
H 1.911 -2.156 -1.445 0.200
C -0.690 2.108 1.518 -0.624
C -1.076 0.686 1.955 -0.615
H 0.234 2.292 2.082 0.208
H -0.770 2.362 0.469 0.211
H -1.289 2.885 2.031 0.199
H -2.144 0.570 1.769 0.203
H -0.767 0.465 2.976 0.205
H -0.433 -0.009 1.399 0.211


Version three
19
Properties=species:S:1:pos:R:3:nbo_charge:R:1 method="wB97M-V/def2-TZVPD" homo_lumo_gap_ev=12.2 smiles=CCC.CC
C -1.314 -0.885 0.683 -0.610
C -0.965 -1.200 -0.776 -0.411
C -1.759 -0.386 -1.795 -0.613
H -1.952 -1.645 1.132 0.207
H -1.833 0.068 0.751 0.204
H -0.422 -0.895 1.301 0.208
H 0.098 -0.980 -0.924 0.197
H -0.994 -2.268 -0.991 0.202
H -2.059 -0.906 -2.703 0.211
H -2.714 -0.027 -1.376 0.199
H -1.249 0.537 -2.075 0.206
C 2.389 0.536 0.601 -0.613
C 1.395 1.568 1.125 -0.611
H 2.503 -0.346 1.227 0.206
H 2.149 0.256 -0.431 0.202
H 3.362 1.007 0.460 0.205
H 1.473 1.754 2.192 0.203
H 0.344 1.293 0.983 0.205
H 1.547 2.520 0.617 0.203


Version four
19
Properties=species:S:1:pos:R:3:nbo_charge:R:1 method="wB97M-V/def2-TZVPD" homo_lumo_gap_ev=12.0 smiles=CCC.CC
C 2.623 0.223 0.410 -0.612
C 1.331 0.870 -0.133 -0.404
C 0.841 1.963 0.799 -0.613
H 3.145 1.122 0.817 0.198
H 2.505 -0.472 1.211 0.208
H 3.313 -0.120 -0.373 0.211
H 1.525 1.144 -1.222 0.196
H 0.448 0.212 -0.202 0.200
H 1.569 2.736 1.102 0.203
H -0.121 2.414 0.494 0.211
H 0.521 1.463 1.736 0.200
C -1.563 -1.382 -0.148 -0.604
C -2.846 -1.498 -0.984 -0.603
H -1.076 -2.329 -0.336 0.203
H -0.934 -0.595 -0.568 0.194
H -1.669 -1.220 0.922 0.208
H -2.725 -1.912 -1.971 0.205
H -3.282 -0.514 -1.103 0.197
H -3.607 -2.104 -0.451 0.201


Ordering by calculated energy gives the sequence version three, version one, version four, version two, with the first entry being the most stable.


Version one
19
Properties=species:S:1:pos:R:3:nbo_charge:R:1 method="wB97M-V/def2-TZVPD" homo_lumo_gap_ev=12.1 smiles=CCC.CC
C 0.687 0.527 2.732 -0.618
C -0.362 0.237 1.660 -0.412
C -0.075 -1.221 1.150 -0.611
H 0.323 0.344 3.730 0.208
H 1.067 1.601 2.821 0.205
H 1.700 0.001 2.595 0.205
H -1.372 0.298 1.933 0.203
H -0.254 1.011 0.914 0.204
H -1.006 -1.543 0.643 0.203
H 0.639 -1.339 0.354 0.206
H 0.314 -1.836 1.882 0.208
C -0.292 0.351 -1.866 -0.630
C -0.026 0.065 -3.297 -0.618
H 0.552 0.853 -1.364 0.201
H -1.294 0.885 -1.731 0.207
H -0.460 -0.414 -1.069 0.215
H 0.160 1.113 -3.718 0.206
H -1.017 -0.307 -3.697 0.202
H 0.715 -0.626 -3.671 0.214


Version two
19
Properties=species:S:1:pos:R:3:nbo_charge:R:1 method="wB97M-V/def2-TZVPD" homo_lumo_gap_ev=12.5 smiles=CCC.CC
C 0.750 -3.149 0.515 -0.607
C 0.127 -1.777 0.319 -0.397
C 0.200 -1.279 -1.116 -0.606
H 0.133 -3.961 0.134 0.201
H 0.938 -3.415 1.560 0.208
H 1.725 -3.197 0.034 0.200
H -0.913 -1.784 0.666 0.193
H 0.602 -1.081 1.017 0.193
H -0.224 -2.028 -1.783 0.203
H -0.320 -0.326 -1.199 0.211
H 1.233 -1.067 -1.402 0.200
C -0.427 2.484 -0.475 -0.607
C -0.682 3.268 0.806 -0.606
H -0.015 3.118 -1.258 0.204
H 0.338 1.720 -0.301 0.200
H -1.300 1.982 -0.893 0.202
H 0.178 3.906 1.002 0.202
H -1.530 3.937 0.689 0.202
H -0.811 2.648 1.686 0.204


Ordering by calculated energy gives the sequence version two, version one, with the first entry being the most stable.


Version one
19
Properties=species:S:1:pos:R:3:nbo_charge:R:1 method="wB97M-V/def2-TZVPD" homo_lumo_gap_ev=11.6 smiles=CCC.CC
C 1.870 1.537 -1.335 -0.615
C 0.592 0.652 -1.191 -0.421
C 0.808 -0.731 -1.555 -0.644
H 2.244 1.905 -2.224 0.213
H 2.577 0.998 -0.652 0.204
H 1.809 2.586 -0.897 0.203
H 0.276 0.858 -0.253 0.210
H -0.310 1.060 -1.740 0.198
H 1.135 -1.105 -2.522 0.224
H 1.359 -1.468 -0.957 0.220
H -0.144 -1.387 -1.231 0.210
C -1.194 -0.353 2.480 -0.623
C -1.865 -0.881 1.225 -0.629
H -1.827 0.197 3.121 0.208
H -0.913 -1.201 3.112 0.205
H -0.312 0.175 2.288 0.206
H -2.088 -1.961 1.283 0.214
H -1.227 -0.585 0.250 0.207
H -2.790 -0.295 0.797 0.209


Version two
19
Properties=species:S:1:pos:R:3:nbo_charge:R:1 method="wB97M-V/def2-TZVPD" homo_lumo_gap_ev=11.8 smiles=CCC.CC
C 0.379 -2.523 -1.296 -0.610
C -0.948 -1.822 -1.316 -0.391
C -0.992 -0.268 -0.956 -0.610
H 1.282 -2.004 -1.623 0.200
H 0.258 -3.464 -1.835 0.211
H 0.490 -2.749 -0.263 0.201
H -1.597 -1.968 -2.236 0.198
H -1.317 -2.196 -0.431 0.196
H -0.777 0.081 0.035 0.205
H -0.263 0.082 -1.776 0.197
H -1.977 0.037 -1.081 0.204
C 0.044 2.338 2.116 -0.625
C 1.198 1.952 1.142 -0.621
H -0.467 1.427 2.458 0.203
H 0.604 2.650 3.018 0.217
H -0.568 2.950 1.523 0.216
H 2.130 1.727 1.713 0.197
H 1.514 2.635 0.364 0.207
H 1.008 1.116 0.445 0.205


Ordering by calculated energy gives the sequence version two, version one, with the first entry being the most stable.


Version one
19
Properties=species:S:1:pos:R:3:nbo_charge:R:1 method="wB97M-V/def2-TZVPD" homo_lumo_gap_ev=12.1 smiles=CCC.CC
C 1.890 -0.548 -1.127 -0.614
C 1.631 0.759 -0.365 -0.388
C 1.396 0.664 1.141 -0.616
H 0.908 -1.055 -0.965 0.205
H 2.806 -0.989 -0.856 0.209
H 1.996 -0.450 -2.229 0.208
H 2.490 1.308 -0.590 0.195
H 0.693 1.376 -0.711 0.187
H 0.690 0.005 1.502 0.205
H 2.390 0.599 1.666 0.198
H 1.158 1.592 1.589 0.211
C -2.153 -0.124 0.769 -0.619
C -2.563 -0.793 -0.473 -0.621
H -1.442 -0.506 1.469 0.210
H -1.524 0.857 0.419 0.196
H -2.935 0.244 1.515 0.212
H -2.523 -1.812 -0.518 0.207
H -2.235 -0.427 -1.391 0.213
H -3.681 -0.488 -0.567 0.203


Version two
19
Properties=species:S:1:pos:R:3:nbo_charge:R:1 method="wB97M-V/def2-TZVPD" homo_lumo_gap_ev=12.2 smiles=CCC.CC
C -0.449 2.640 0.849 -0.600
C 0.237 1.258 0.843 -0.414
C 1.349 1.170 -0.194 -0.626
H 0.006 3.375 1.515 0.203
H -1.513 2.578 1.099 0.206
H -0.391 3.076 -0.155 0.199
H 0.558 0.920 1.828 0.205
H -0.578 0.591 0.572 0.199
H 1.318 1.990 -0.908 0.205
H 2.365 0.965 0.157 0.213
H 1.289 0.304 -0.880 0.209
C 0.141 -2.614 -0.980 -0.615
C -1.257 -2.304 -0.442 -0.616
H 0.276 -3.670 -1.209 0.206
H 0.432 -2.041 -1.859 0.205
H 0.884 -2.383 -0.220 0.205
H -2.014 -3.056 -0.629 0.208
H -1.601 -1.353 -0.851 0.204
H -1.208 -2.110 0.631 0.205


Ordering by calculated energy gives the sequence version two, version one, with the first entry being the most stable.